Record 1
Entry from the OMol25 dataset: C27H19N9O10STc as an isolated structure in a non-equilibrium geometry (ωB97M-V/def2-TZVPD).

Structure (XYZ):
```
67
Properties=species:S:1:pos:R:3
Tc -1.4569 -0.0764 -0.0978
S 1.5381 -0.6121 1.8315
O -2.1864 -4.1516 -1.2636
O -1.8747 -0.7542 -7.3404
O 1.5805 -2.0327 1.5623
O -2.1208 -2.9728 -7.3326
O -1.4375 -5.2594 -3.0064
O 0.7486 -0.0248 2.9239
O -2.0633 1.8050 -3.6120
O -4.3483 -0.6973 -0.6903
O -1.0818 -1.6254 -1.3051
O -1.3339 1.2526 -1.5731
N 4.2353 4.2220 3.4996
N 2.8756 0.5902 -0.4963
N -1.7058 1.2403 1.4816
N -1.8061 -4.2107 -2.4520
N -3.2103 -0.4121 -0.4333
N 0.6252 0.1010 0.2511
N -1.9217 -1.8989 -6.8009
N -1.6071 -1.4091 1.5326
N 1.0929 -0.0095 -2.0275
C 3.2735 1.4144 0.6025
C 4.5302 1.3588 1.2249
C -1.7244 -0.5868 -4.7311
C -1.3592 -2.7144 1.5467
C -1.5401 -1.6485 -2.5785
C 3.8467 3.1442 2.7107
C 1.4995 0.1821 -0.7594
C -1.8751 -2.9939 -4.5771
C -1.8851 -1.8491 -5.3437
C -2.0011 0.6616 2.6931
C 2.3604 2.3388 1.0703
C -1.6588 -0.5026 -3.3696
C -1.9067 3.3700 2.5120
C 1.9878 -0.2355 -2.9529
C -1.6302 -3.4555 2.6950
C -2.1195 -1.4632 3.9202
C -1.7108 0.9151 -2.8647
C -2.1789 1.4361 3.8423
C -2.0093 -2.8376 3.8801
C -1.9575 -0.7450 2.7555
C 2.5654 3.1064 2.1998
C -1.6863 -2.9026 -3.2337
C 3.7542 0.3486 -1.5385
C 3.4017 -0.1715 -2.7468
C -1.6299 2.5406 1.4105
C -2.0647 2.7920 3.7907
C 4.8302 2.1855 2.2786
H -1.6459 0.2857 -5.4095
H 5.7786 2.1040 2.7809
H -2.3387 -0.9980 4.8839
H 1.5490 -0.5625 -3.9145
H -2.4589 0.9835 4.7837
H -2.3271 -3.4092 4.7453
H -1.3116 3.0315 0.4769
H 1.3881 2.3807 0.4918
H -1.0115 -3.1458 0.5855
H -2.1591 3.4472 4.6508
H 3.4274 4.5823 4.0104
H -1.8553 -3.9770 -5.0438
H 4.7713 0.6597 -1.2960
H -2.0589 4.4552 2.4023
H 4.1065 -0.4562 -3.5499
H 5.2291 0.6113 0.9180
H 5.0449 4.0093 4.0858
H -1.6073 -4.5280 2.6843
H 1.8262 3.7741 2.6261
```

Computed properties:
total charge: +2
⟨S²⟩: 4.162
relative energy (zero: lowest compared OMol25 entry of this formula, charge and spin): 26.8 kJ/mol
spin multiplicity: 4
gap between HOMO and LUMO (spin up / spin down): 0.2640 / 0.1328 hartree

These are the natural (NBO) partial charges, in e, on atoms 1 to 4: number 1, Tc, carries 1.145; number 2, S, carries 1.874; number 3, O, carries -0.358; number 4, O, carries -0.334

***

Record 2
Entry from the OMol25 dataset: C30H26Cl4GeIrN2PSe as an isolated structure (ωB97M-V/def2-TZVPD).

Structure (XYZ):
```
66
Properties=species:S:1:pos:R:3
Ir 0.3403 -0.9198 0.9725
Se -0.4686 -2.3049 -0.9262
Ge 1.3825 -0.2011 3.0703
Cl 0.0936 -0.2634 4.7871
Cl 2.8220 -1.8147 3.4402
Cl -3.0340 -3.1006 0.7573
Cl 2.5661 1.5817 3.3651
P 0.6238 0.9966 -0.0774
N 0.8256 -6.4777 0.7373
N 2.4682 -1.2033 0.2374
C 0.1014 -3.9744 -0.2305
C 0.8366 0.4842 -4.1208
C 4.5326 0.1524 0.3920
C 2.4116 1.2257 -0.0159
C -0.6370 3.4206 -0.4695
C 0.9373 -5.3917 1.4978
C -1.4899 0.4346 -3.5072
C 3.1686 0.0736 0.1917
C -0.4962 0.3453 -4.4760
C 4.4084 2.5471 0.1277
C -0.9666 3.9528 2.2382
C -4.5374 -1.2376 -0.4571
C 1.1840 0.7125 -2.7950
C -1.1517 0.6574 -2.1839
C 0.1911 0.7974 -1.8211
C -0.3535 2.7788 1.8378
C -1.4196 4.8599 1.2888
C -0.0207 -5.1038 -1.0320
C -1.5357 -0.6003 1.8449
C 3.0363 2.4639 -0.0597
C -4.2762 1.1217 -0.1486
C -4.9426 0.0565 -0.7376
C -3.1954 0.8873 0.6854
C -2.7279 -0.4033 0.9539
C 0.3553 -6.3288 -0.4974
C -0.1904 2.5002 0.4812
C 0.5908 -4.1216 1.0645
C -3.4557 -1.4475 0.3847
C 5.1478 1.3984 0.3650
C -1.2502 4.5961 -0.0623
H 4.8966 3.5117 0.1154
H -1.9040 5.7743 1.6043
H -0.0126 2.0841 2.5909
H -1.0946 4.1556 3.2929
H -2.5310 0.3303 -3.7828
H -2.6973 1.7268 1.1548
H 2.4480 3.3625 -0.1995
H -5.7920 0.2255 -1.3854
H -4.6054 2.1370 -0.3278
H 5.1110 -0.7432 0.5820
H -1.9327 0.7248 -1.4344
H 6.2130 1.4690 0.5382
H -5.0640 -2.0885 -0.8671
H -0.5168 3.2230 -1.5259
H 1.6099 0.4244 -4.8748
H 2.4378 -1.6038 -0.6981
H -0.4026 -5.0388 -2.0418
H 2.2263 0.8376 -2.5293
H -1.5120 0.2524 2.5228
H -1.5971 5.3030 -0.8038
H -1.6842 -1.4800 2.4847
H -0.7642 0.1711 -5.5095
H 0.7195 -3.2871 1.7524
H 2.9825 -1.8531 0.8298
H 0.2723 -7.2308 -1.0920
H 1.3190 -5.5380 2.5015
```

Computed properties:
total charge: +1
⟨S²⟩: 0.760
relative energy (zero: lowest compared OMol25 entry of this formula, charge and spin): 30.8 kJ/mol
spin multiplicity: 2
gap between HOMO and LUMO (spin up / spin down): 0.2694 / 0.2103 hartree

These are the natural (NBO) partial charges, in e, on atoms 1 to 4: number 1, Ir, carries 0.156; number 2, Se, carries 0.415; number 3, Ge, carries 1.019; number 4, Cl, carries -0.377

***

Record 3
Entry from the OMol25 dataset: an isolated ion of composition C7H9N2S and charge +1 in a non-equilibrium geometry (ωB97M-V/def2-TZVPD).

Structure (XYZ):
```
19
Properties=species:S:1:pos:R:3
S 2.8178 -1.0021 -0.2206
N 1.6595 1.5014 -0.1714
N -0.6140 -0.4847 1.3128
C 0.6863 2.3526 0.1259
C 2.4609 0.6606 -0.3368
C -0.9515 0.4250 0.5088
C -1.7599 0.2571 -0.7584
C -0.4823 1.8802 0.6061
C 0.9239 -1.8510 -0.2304
C -0.1095 -1.7461 0.9409
H 0.5265 -1.1934 -1.0718
H 1.3450 -2.7947 -0.4367
H -1.2015 -0.4299 -1.4498
H -1.1967 2.6921 0.8265
H 0.4372 -2.2227 1.7436
H 0.8286 3.3496 -0.0232
H -0.7050 -2.5767 0.5125
H -2.8084 -0.0823 -0.5146
H -1.8571 1.2649 -1.3635
```

Computed properties:
total charge: +1
relative energy (zero: lowest compared OMol25 entry of this formula, charge and spin): 480.3 kJ/mol
gap between HOMO and LUMO: 0.2796 hartree

These are the natural (NBO) partial charges, in e, on atoms 1 to 4: number 1, S, carries 0.275; number 2, N, carries -0.243; number 3, N, carries -0.428; number 4, C, carries -0.099

***

Record 4
Entry from the OMol25 dataset: an isolated molecule of C5H10N2O in a non-equilibrium geometry (ωB97M-V/def2-TZVPD).

Structure (XYZ):
```
18
Properties=species:S:1:pos:R:3
O -0.1222 2.1051 -1.3924
N 0.1313 -0.1776 -1.4240
N 0.4387 1.1041 2.1766
C -0.3257 -1.1746 1.8000
C -0.3104 0.2994 1.4945
C -0.3478 1.0034 -0.8973
C 1.1840 -0.1970 -2.4067
C -1.1602 0.8251 0.3619
H 1.9205 -0.9355 -2.0782
H -0.8414 -1.3344 2.7505
H -1.9982 0.1475 0.1680
H -0.8433 -1.7331 1.0168
H 0.9806 0.6000 2.8869
H 1.6684 0.7788 -2.4923
H -0.2630 -1.0594 -1.1280
H -1.5805 1.7941 0.6534
H 0.7689 -0.5011 -3.3692
H 0.7003 -1.5448 1.8798
```

Computed properties:
relative energy (zero: lowest compared OMol25 entry of this formula, charge and spin): 52.6 kJ/mol
gap between HOMO and LUMO: 0.3778 hartree

These are the natural (NBO) partial charges, in e, on atoms 1 to 4: number 1, O, carries -0.599; number 2, N, carries -0.631; number 3, N, carries -0.607; number 4, C, carries -0.693

***

Record 5
Entry from the OMol25 dataset: an isolated molecule of C3H7NO in a non-equilibrium geometry (ωB97M-V/def2-TZVPD).

Structure (XYZ):
```
12
Properties=species:S:1:pos:R:3
O 1.7452 0.1407 -0.3667
N -1.5207 0.0668 -0.3208
C 0.6620 1.0789 0.0930
C -0.2825 -0.1171 0.5025
C 0.8066 -0.9775 -0.0663
H 0.3942 -1.3047 -1.0416
H 1.1669 1.7540 0.7629
H 1.0912 -1.8383 0.4959
H 0.0809 1.5202 -0.9217
H -2.0161 -0.7816 -0.4986
H -2.0342 0.9755 -0.1378
H -0.0935 -0.5169 1.4992
```

Computed properties:
relative energy (zero: lowest compared OMol25 entry of this formula, charge and spin): 371.3 kJ/mol
gap between HOMO and LUMO: 0.3824 hartree

These are the natural (NBO) partial charges, in e, on atoms 1 to 4: number 1, O, carries -0.545; number 2, N, carries -0.871; number 3, C, carries -0.070; number 4, C, carries -0.139

***

Record 6
Entry from the OMol25 dataset: C39H38IN8O5PtS as an isolated structure in a non-equilibrium geometry (ωB97M-V/def2-TZVPD).

Structure (XYZ):
```
93
Properties=species:S:1:pos:R:3
Pt -0.0811 1.0271 -0.7950
I 1.0807 3.4291 -0.9146
S -2.0969 -1.8847 0.7390
O -0.8566 -2.6248 0.7485
O 2.2914 -3.4817 4.5102
O -3.2062 -2.5368 0.0833
O 2.2976 0.0138 -1.5350
O 4.1274 1.2817 -1.6431
N 0.5997 0.0537 -3.5800
N -3.1921 -0.6246 6.4519
N 3.2096 -2.3733 2.7805
N -1.7566 -0.4056 0.1611
N -3.9909 0.2945 0.2537
N 1.6879 -1.3322 4.2534
N -2.2241 1.7042 -0.4438
N 0.5451 0.7707 1.4770
C 3.3083 2.6818 -5.4360
C -1.8037 0.2183 -3.0678
C -0.4741 0.8127 -2.9097
C 4.5034 -1.4612 0.9833
C -4.8293 1.2776 0.0011
C 3.5380 2.2607 -4.1458
C 5.5731 0.6915 1.1367
C -2.6936 0.5033 -0.0052
C 4.9873 0.8598 2.3837
C -1.0060 -2.1145 -2.4623
C 0.5213 0.7427 4.2282
C -2.0606 -1.1627 -2.9537
C 2.3913 -2.4529 3.8647
C 1.1255 -0.2945 3.5177
C 1.0866 -0.2467 2.1231
C 3.0905 0.9181 -2.1515
C -3.0799 2.6627 -0.7331
C 3.9342 -1.2946 2.2439
C 5.3126 -0.4842 0.4426
C -3.6089 -3.1158 -3.1945
C -1.5951 -1.9686 3.4291
C -4.3690 -0.7676 -3.5501
C 2.2325 2.1602 -6.1452
C -2.5147 -1.6050 2.4652
C -3.6957 -0.9866 2.8290
C -0.0704 1.7797 3.5368
C -4.4402 2.5011 -0.5258
C -3.3381 -1.6434 -3.2347
C 1.5672 0.8727 -4.2129
C 6.4413 1.7469 0.5325
C 1.3870 1.2506 -5.5398
C -4.1353 0.5953 -3.5970
C -3.9373 -0.6827 4.1546
C -0.0226 1.7588 2.1550
C -2.8662 1.0771 -3.3853
C 2.6882 1.3504 -3.5113
C -3.0003 -1.0145 5.1350
C 4.1802 -0.1179 2.9407
C -1.8390 -1.6909 4.7598
H 0.5317 0.8582 -6.0775
H -1.4536 -2.8607 -1.8091
H 3.5130 -3.2807 2.4515
H 5.8190 2.3951 -0.0817
H -4.8507 -0.1766 4.4397
H -4.3972 -0.7336 2.0520
H -5.8670 1.0756 0.2411
H -2.8090 -3.6669 -3.6867
H -5.1448 3.2871 -0.7390
H -1.1279 -1.9908 5.5180
H -3.6673 -3.4384 -2.1542
H 2.0174 2.4973 -7.1495
H 6.9302 2.3446 1.2984
H -0.2666 -1.5793 -1.8670
H 1.6228 -0.2919 -2.1911
H -4.5463 -3.3511 -3.6967
H -4.1413 -0.3970 6.7033
H -0.4572 2.5625 1.5743
H 0.1742 -0.5825 -4.2474
H 4.3037 -2.3702 0.4324
H -2.6960 -1.1642 7.1440
H 1.4720 -1.0495 1.5129
H 1.2762 -1.4587 5.1685
H -5.3628 -1.1508 -3.7385
H 0.5117 0.7250 5.3087
H 4.3664 2.6383 -3.5677
H -4.9320 1.2839 -3.8382
H -0.4889 -2.6385 -3.2718
H 3.7653 0.0344 3.9262
H -2.6710 2.1368 -3.4600
H 5.7424 -0.6256 -0.5383
H 7.1955 1.3014 -0.1118
H -0.5531 2.5939 4.0539
H 5.1712 1.7710 2.9381
H -0.4827 1.8455 -3.2905
H -2.6670 3.5883 -1.1182
H 3.9501 3.4238 -5.8885
H -0.7038 -2.4834 3.1085
```

Computed properties:
total charge: -1
⟨S²⟩: 2.008
relative energy (zero: lowest compared OMol25 entry of this formula, charge and spin): 61.1 kJ/mol
spin multiplicity: 3
gap between HOMO and LUMO (spin up / spin down): 0.1984 / 0.2695 hartree

These are the Löwdin partial charges, in e, on atoms 1 to 4: number 1, Pt, carries 0.733; number 2, I, carries 0.112; number 3, S, carries 0.617; number 4, O, carries -0.326

***

Record 7
Entry from the OMol25 dataset: C5H9NO as an isolated structure in a non-equilibrium geometry (ωB97M-V/def2-TZVPD).

Structure (XYZ):
```
16
Properties=species:S:1:pos:R:3
O -0.7433 -1.3757 -1.8522
N -1.4794 0.7419 -0.9470
C -1.0929 0.7472 0.5120
C 1.2721 0.7142 -0.2385
C -0.7009 -0.4734 -1.0684
C 0.1008 -0.1886 0.2030
C 0.3779 -1.4649 0.9773
H 0.8120 -1.3302 1.9716
H 2.1344 0.1369 -0.5816
H -0.5647 -2.0207 1.0774
H 1.5829 1.4428 0.5172
H -1.8507 0.2763 1.1494
H 1.0460 -2.0909 0.3739
H 0.9153 1.3469 -1.0869
H -0.8810 1.7511 0.8905
H -0.7885 1.4046 -1.3724
```

Computed properties:
relative energy (zero: lowest compared OMol25 entry of this formula, charge and spin): 173.0 kJ/mol
gap between HOMO and LUMO: 0.3782 hartree

These are the natural (NBO) partial charges, in e, on atoms 1 to 4: number 1, O, carries -0.519; number 2, N, carries -0.649; number 3, C, carries -0.229; number 4, C, carries -0.589

***

Record 8
Entry from the OMol25 dataset: C16H15Br2N3O3PdS as an isolated structure (ωB97M-V/def2-TZVPD).

Structure (XYZ):
```
41
Properties=species:S:1:pos:R:3
Pd -0.0697 0.3003 -0.4406
Br 3.7288 1.3002 2.8855
Br -0.2626 4.1743 5.6326
S -2.9571 0.3546 -4.1886
O -0.2960 -3.1224 -1.3271
O -0.6554 -1.6295 0.3073
O 1.4776 0.9092 0.8609
N 1.8277 -0.2436 -1.6299
N -1.1390 1.6124 1.0610
N -1.4525 -0.0024 -2.1879
C 0.1127 -2.3783 -0.4467
C -0.6948 2.7968 3.1343
C 0.2418 3.1105 4.1446
C 1.0909 1.5583 1.9168
C -3.3352 1.5005 0.0283
C 2.2328 -1.6735 -1.4951
C -3.1751 -1.0666 -3.2616
C 1.5229 2.6535 4.0651
C -2.2898 -1.0983 -2.2384
C 1.9354 1.8856 2.9669
C -2.3972 1.9981 1.0891
C 1.6169 -2.2540 -0.2361
C -1.6907 0.8288 -3.1624
C -0.2723 2.0005 2.0494
C -2.0392 3.2272 3.1212
C -2.8704 2.8440 2.1149
H -3.9172 -1.8030 -3.5236
H -3.1200 0.4625 -0.2034
H -3.9052 3.1609 2.0993
H -1.1472 1.7505 -3.3159
H 1.8400 -1.6166 0.6186
H 3.3197 -1.7644 -1.4816
H -3.2314 2.0852 -0.8888
H 2.2319 2.8880 4.8467
H -2.1607 -1.8888 -1.5130
H 1.9222 0.0663 -2.5884
H 2.0072 -3.2548 -0.0458
H 2.4212 0.3390 -1.0456
H -2.3992 3.8590 3.9219
H 1.8516 -2.2186 -2.3557
H -4.3686 1.5792 0.3615
```

Computed properties:
⟨S²⟩: 2.006
relative energy (zero: lowest compared OMol25 entry of this formula, charge and spin): 0.0 kJ/mol
spin multiplicity: 3
gap between HOMO and LUMO (spin up / spin down): 0.2769 / 0.2338 hartree

These are the natural (NBO) partial charges, in e, on atoms 1 to 4: number 1, Pd, carries 1.217; number 2, Br, carries 0.061; number 3, Br, carries 0.047; number 4, S, carries 0.466

***

> Among the records above, which one has the highest relative energy (zero: lowest compared OMol25 entry of this formula, charge and spin)?

C7H9N2S